# 1
C24H21N in the gas phase in a non-equilibrium geometry. Source: the OMol25 dataset; level of theory: wB97M-V/def2-TZVPD.

```
46
Properties=species:S:1:pos:R:3:forces:R:3
C -0.491890 2.962144 1.686796 0.1 -0.1 -0.2
C -1.638514 2.012540 2.078971 -0.4 1.2 -0.7
C -1.775922 1.009078 1.021644 -0.1 -1.1 -3.0
N -1.862729 0.314451 0.085695 0.2 1.3 2.0
C -2.960867 2.830752 2.162716 -0.3 0.3 0.0
C -3.010819 4.103583 2.776130 0.0 -0.3 0.1
C -4.222460 4.778484 2.955435 0.0 -0.3 -0.2
C -5.417254 4.203278 2.498695 0.2 0.0 -0.2
C -5.376605 2.985881 1.812574 0.4 0.1 0.0
C -4.147613 2.321319 1.634079 -0.6 0.0 0.1
C -1.354982 1.217723 3.340925 0.3 -1.2 1.1
C -0.056615 0.407960 3.212524 0.7 0.3 0.5
C 1.181860 0.875874 3.527117 -1.8 -0.1 -0.1
C 2.427366 0.116950 3.464234 1.1 -0.7 0.0
C 3.654818 0.819927 3.525800 -0.7 -0.3 0.0
C 4.871496 0.156592 3.466124 0.0 -0.4 0.0
C 4.908676 -1.239827 3.364525 -0.4 0.3 -0.1
C 3.705177 -1.955780 3.318894 0.0 0.2 0.0
C 2.472756 -1.297546 3.361051 0.3 0.6 0.1
C -2.551980 0.285104 3.609213 0.6 0.4 0.6
C -3.484957 0.696341 4.569610 0.2 -0.3 -0.3
C -4.586885 -0.103226 4.847736 0.1 0.1 0.1
C -4.748936 -1.318468 4.180154 0.2 -0.1 -0.1
C -3.800008 -1.744123 3.248718 0.2 0.3 0.1
C -2.693205 -0.939608 2.963061 -0.2 -0.2 0.2
H -0.597438 3.892948 2.237517 0.2 0.0 -0.1
H 0.478406 2.522772 1.919408 -0.2 0.1 -0.2
H -0.538600 3.160983 0.609910 0.0 0.1 0.3
H -2.090903 4.588989 3.115647 -0.4 -0.2 0.0
H -4.225121 5.767229 3.427575 0.0 -0.5 -0.2
H -6.362304 4.733041 2.633750 0.3 -0.2 0.0
H -6.291611 2.553371 1.381740 0.5 0.2 0.3
H -4.141402 1.386013 1.065221 0.0 0.3 0.3
H -1.268305 1.877904 4.214045 0.0 0.1 -0.3
H -0.211936 -0.630381 2.875189 0.5 0.7 0.1
H 1.288675 1.925575 3.869202 -0.1 -0.7 -0.2
H 3.617354 1.906207 3.626266 0.1 -0.3 -0.1
H 5.795081 0.728714 3.496394 -0.1 -0.1 0.0
H 5.867683 -1.754723 3.300234 -0.3 0.1 0.1
H 3.741472 -3.040995 3.246823 -0.1 0.2 0.0
H 1.538044 -1.864349 3.346844 0.4 0.1 0.0
H -3.307412 1.639468 5.098112 -0.2 -0.3 -0.2
H -5.286112 0.219250 5.618176 0.0 -0.2 -0.2
H -5.589302 -1.962505 4.415231 0.0 0.1 0.0
H -3.876579 -2.708351 2.752277 -0.2 0.2 0.1
H -1.930558 -1.291583 2.258848 -0.5 0.1 0.3
```
Forces are in eV/Å.

Values from the calculation:
highest occupied orbital energy = -8.511 eV
ΔE to the lowest compared entry with this formula, charge and spin = 0.0 kcal per mole
charge = 0

Here are the Mulliken charges for atoms 1 to 4, given in e:
1. C -1.3971
2. C 2.7217
3. C -0.6535
4. N -0.6992

# 2
C24H21N3NiO2S as an isolated structure in a non-equilibrium geometry. Source: the OMol25 dataset; level of theory: wB97M-V/def2-TZVPD.

```
52
Properties=species:S:1:pos:R:3:forces:R:3
Ni -0.069978 -0.405284 0.063448 0.3 -1.3 0.4
C 2.040904 -1.820490 -2.267258 -0.2 0.1 0.2
C 2.956177 -1.989957 -1.089643 0.0 0.4 0.2
C 3.825954 -3.062469 -1.000601 0.0 -0.1 0.0
C 4.700308 -3.182937 0.067926 0.1 -0.1 0.0
C 4.715541 -2.209081 1.051906 0.1 -0.1 0.0
C 3.865354 -1.115900 0.994295 -0.3 0.0 -0.1
C 3.873080 -0.079705 2.075151 0.0 0.0 0.0
C 2.962245 -1.003780 -0.079567 0.5 -0.3 -0.1
N 2.016066 0.008981 -0.134007 -0.7 0.7 0.0
C 2.363184 1.301707 -0.238155 0.5 -1.5 -0.1
O 3.503901 1.755394 -0.385327 -0.1 0.6 0.1
C 1.162239 2.198372 -0.201562 -0.7 -0.1 0.0
C 1.219767 3.578630 -0.250355 0.0 0.3 0.0
C 0.031860 4.302388 -0.224627 0.0 -0.5 0.0
C -1.177818 3.620131 -0.140312 0.0 0.3 0.0
C -1.161243 2.238404 -0.083789 0.8 -0.1 -0.1
N -0.008978 1.555919 -0.124528 -0.1 1.4 0.1
C -2.378454 1.375534 0.055783 -0.7 -1.5 0.1
O -3.515951 1.852152 0.117642 0.1 0.5 0.0
N -2.061259 0.069674 0.099450 0.5 0.5 -0.1
C -3.026043 -0.900878 0.366323 -0.6 -0.1 0.0
C -3.474162 -1.734851 -0.671361 0.1 0.3 0.2
C -2.941590 -1.502403 -2.053317 0.0 0.0 0.1
C -4.362694 -2.757061 -0.381584 -0.1 -0.1 0.0
C -4.800779 -2.970188 0.916278 -0.1 -0.1 0.0
C -4.351373 -2.150704 1.939076 -0.1 -0.1 0.0
C -3.468369 -1.114077 1.682155 0.2 0.1 -0.2
C -2.919977 -0.247424 2.774724 0.0 0.0 -0.1
H 1.962759 -2.740758 -2.844628 0.0 0.0 0.0
H 2.402982 -1.019207 -2.915624 -0.1 0.0 0.0
H 1.042408 -1.525773 -1.917463 0.1 -0.1 -0.2
H 3.822735 -3.809745 -1.785239 0.0 -0.1 0.0
H 5.369991 -4.030943 0.129373 0.0 0.0 0.0
H 5.402731 -2.299911 1.884891 0.0 0.0 0.1
H 4.452005 -0.414227 2.934893 0.0 0.0 0.1
H 2.854363 0.144156 2.395310 0.0 0.0 0.0
H 4.303917 0.846814 1.694598 0.0 0.1 0.0
H 2.186151 4.059432 -0.299349 0.0 0.0 0.0
H 0.051383 5.383014 -0.259462 0.0 0.0 0.0
H -2.123542 4.140994 -0.103798 -0.1 -0.1 0.0
H -3.114636 -0.470593 -2.359265 0.0 0.0 -0.1
H -3.400600 -2.172237 -2.778443 0.0 -0.1 0.0
H -1.859085 -1.661854 -2.053046 0.0 0.0 -0.1
H -4.718348 -3.399336 -1.178884 0.0 0.0 -0.1
H -5.482989 -3.782405 1.133995 0.0 0.0 0.0
H -4.686938 -2.323440 2.955198 0.0 0.0 0.0
H -3.213396 -0.618086 3.755512 0.0 0.0 0.1
H -3.270847 0.779240 2.659736 0.0 0.1 0.0
H -1.828269 -0.229019 2.710090 0.0 0.0 0.1
S -0.574162 -3.555705 1.257215 0.4 1.2 -0.6
C -0.148927 -2.189406 0.633026 -0.5 -0.2 0.3
```
Forces are in eV/Å.

Values from the calculation:
highest occupied orbital energy (spin up / spin down) = -4.222 / -4.860 eV
charge = -1
2S+1 = 2

Here are the Mulliken charges for atoms 1 to 4, given in e:
1. Ni -0.3837
2. C -0.8508
3. C 1.0789
4. C -0.9093

# 3
C24H21N3O4 as an isolated structure in a non-equilibrium geometry. Source: the OMol25 dataset; level of theory: wB97M-V/def2-TZVPD.

```
52
Properties=species:S:1:pos:R:3:forces:R:3
C 0.896633 6.090394 2.194301 5.4 0.4 0.3
H -0.081497 5.918331 1.903809 -1.9 0.1 -0.6
O 1.835700 5.173417 1.457649 0.0 2.9 -0.8
C 1.564739 3.898967 1.315661 3.7 1.6 -3.5
C 2.450391 3.104226 0.296980 -2.8 7.5 4.4
C 2.149673 1.876252 0.352660 2.6 -5.5 -2.8
C 1.065777 1.249944 1.122241 8.6 -5.0 -7.3
C 0.564652 1.953149 1.993060 -8.2 4.6 8.6
C 0.676336 3.360562 2.059013 -4.3 -3.4 3.0
H -0.096622 3.823326 2.700065 1.1 0.2 -0.4
H -0.278974 1.604837 2.762989 2.1 0.1 -1.7
C 1.301760 -0.161221 1.062343 -2.6 -6.9 -4.3
O 1.737380 -0.963001 -0.050871 -1.9 5.6 7.3
C 0.337522 -1.031716 2.187566 6.1 -5.1 -14.0
N 1.046447 -2.341938 2.309745 -1.5 3.7 2.0
N 0.965918 -2.558240 3.648173 1.7 -7.2 1.6
C 1.037018 -3.936668 3.912525 0.8 9.3 7.5
C 0.775686 -4.926503 3.093038 2.5 -10.9 13.0
C 0.652282 -4.762928 1.959907 -4.2 6.2 -18.1
C 0.458542 -3.224815 1.411153 3.7 -3.3 -3.8
H 1.327404 -3.155608 0.441676 -3.2 -0.3 2.3
C -0.967880 -2.629607 0.970441 2.0 -8.7 -0.9
C -0.925834 -2.531502 -0.508931 0.6 1.1 -0.5
O -0.892729 -3.307454 -1.394414 0.0 -3.4 -0.9
N -0.931166 -1.225103 -0.797144 -3.1 2.4 -1.0
C -1.373317 -0.579703 0.340606 0.6 5.2 -1.4
O -1.803582 0.576810 0.188764 0.2 -2.3 2.0
C -0.959656 -1.391653 1.614835 -6.4 4.0 -1.2
H -1.944138 -1.265854 2.221377 2.1 0.0 0.0
C -1.379420 -0.721324 -2.154230 7.7 -3.1 1.3
C -2.309145 0.086780 -2.447931 -6.5 3.9 -3.5
C -2.351818 0.607015 -3.882149 -10.5 2.6 11.2
C -1.439618 0.374021 -4.665293 1.7 1.6 -8.8
C -0.369200 -0.394203 -4.450837 5.9 -3.8 3.7
C -0.289704 -0.894073 -3.120677 1.4 -1.2 0.9
H 0.642755 -1.452337 -2.545668 -2.2 1.5 -2.4
H 0.626723 -0.591085 -5.072009 -2.8 0.8 0.9
C -1.752317 0.986195 -5.993527 9.5 -3.5 -2.6
H -1.805660 0.186489 -6.766507 -0.3 0.5 0.4
H -0.584199 1.486007 -6.321196 -3.4 -1.0 0.6
H -2.428542 1.662380 -6.148938 -4.0 3.8 -0.1
H -3.505619 1.382595 -3.987003 4.1 -2.6 -0.3
H -3.240215 0.325546 -1.883542 1.3 -0.2 0.0
H -1.712771 -3.502379 1.044918 0.5 1.6 1.0
H 0.352982 -5.343761 1.136987 0.1 -1.5 -0.5
H 0.863944 -6.131200 3.504157 -0.3 3.5 -0.8
H 1.282567 -4.142162 5.012277 -0.7 0.5 -1.7
H 0.167240 -0.654929 2.958944 -1.3 6.2 12.1
H 2.990277 1.242593 -0.170643 -2.4 0.4 0.7
H 3.107219 3.871517 -0.059288 1.1 -0.9 -1.0
H 1.145430 5.857331 3.237979 -0.8 0.2 0.0
H 1.400625 7.122283 2.004958 -1.5 -1.8 0.0
```
Forces are in eV/Å.

Values from the calculation:
highest occupied orbital energy = -7.929 eV
ΔE to the lowest compared entry with this formula, charge and spin = 462.0 kcal per mole
charge = 0

Here are the Mulliken charges for atoms 1 to 4, given in e:
1. C -0.8209
2. H 0.3576
3. O -0.4744
4. C 0.7201

# 4
C24H21N3Ti as an isolated structure in a non-equilibrium geometry. Source: the OMol25 dataset; level of theory: wB97M-V/def2-TZVPD.

```
49
Properties=species:S:1:pos:R:3:forces:R:3
Ti -0.449292 0.455906 -0.086483 -0.4 -1.1 -0.8
N -1.303546 -0.535623 -1.860152 0.2 -0.4 -0.3
C -0.407163 -1.679184 -1.763667 -0.3 0.2 -0.2
C -0.976870 -2.941797 -1.624407 -0.1 0.0 0.0
C -0.179359 -4.052819 -1.453097 0.1 -0.1 0.0
C 1.205308 -3.907078 -1.423007 -0.1 0.0 0.0
C 1.762911 -2.654544 -1.579172 0.1 0.1 0.1
C 0.983375 -1.502787 -1.754816 0.1 0.1 -0.1
C 1.628497 -0.160831 -1.960748 -0.1 -0.3 -0.1
C 2.794178 -0.060376 -2.727006 0.0 0.0 -0.1
C 3.361106 1.179236 -2.956658 0.0 0.1 0.0
C 2.771671 2.329113 -2.427849 0.1 -0.1 -0.1
C 1.630696 2.221859 -1.655976 -0.1 -0.1 0.1
C 1.039849 0.976660 -1.398585 0.4 0.0 -0.2
H -2.252804 -0.839945 -2.040516 0.0 0.0 0.1
H -1.021907 0.088327 -2.612320 0.0 0.0 -0.1
H -2.056560 -3.046880 -1.663155 0.0 0.0 0.0
H -0.632207 -5.031457 -1.351361 0.0 0.0 0.0
H 1.843873 -4.770803 -1.285453 0.0 0.0 0.0
H 2.840709 -2.542982 -1.553974 0.0 0.0 0.0
H 3.238623 -0.943253 -3.173323 0.0 0.0 0.0
H 4.257142 1.257255 -3.562580 -0.1 0.0 0.1
H 3.212233 3.300081 -2.622339 0.0 -0.1 0.0
H 1.192804 3.121677 -1.240273 0.0 0.0 0.0
C 1.146651 0.547842 2.499549 -0.3 0.0 -0.3
N 0.464556 1.345636 1.462872 0.6 0.1 1.3
C 0.051230 2.553999 1.642544 -0.2 0.4 0.1
C -0.982599 3.023323 0.779232 0.1 -0.4 0.1
C -1.645176 4.224408 0.653730 -0.2 0.3 0.1
C -2.690928 4.014419 -0.266753 0.1 0.1 -0.1
C -2.601149 2.695950 -0.674947 0.0 -0.1 0.1
N -1.580911 2.055299 -0.043984 -0.3 1.1 0.2
C 0.137499 -0.552171 2.790736 0.0 0.2 -0.2
C -0.264816 -1.402345 1.743779 0.2 0.1 0.2
C -1.359102 -2.244875 1.882090 0.0 0.0 0.1
C -2.069163 -2.256889 3.076757 0.0 0.0 0.0
C -1.658145 -1.444691 4.121842 0.0 0.0 0.1
C -0.568298 -0.586446 3.976164 -0.1 0.0 0.2
H 1.387056 1.129936 3.386295 0.0 0.1 0.1
H 2.069515 0.144177 2.092950 0.2 -0.1 -0.1
H 0.427543 3.168588 2.460085 -0.1 0.0 0.0
H -1.415335 5.139503 1.183283 0.0 -0.1 -0.1
H -3.422927 4.736560 -0.598236 0.1 -0.1 0.0
H -3.233068 2.176251 -1.377373 0.0 0.0 0.0
H 0.365448 -1.516686 0.861419 0.2 -0.1 -0.1
H -1.631107 -2.911426 1.075832 0.0 0.0 0.0
H -2.924364 -2.910064 3.197006 0.0 0.0 0.0
H -2.200263 -1.461370 5.060556 0.0 0.0 -0.1
H -0.285422 0.071322 4.791483 0.0 -0.1 -0.1
```
Forces are in eV/Å.

Values from the calculation:
highest occupied orbital energy (spin up / spin down) = -11.129 / -11.194 eV
charge = +1
2S+1 = 2

Here are the Mulliken charges for atoms 1 to 4, given in e:
1. Ti -0.2837
2. N -0.1970
3. C 1.2584
4. C -1.2656